[1]
Density functional theory data (ωB97M-V/def2-TZVPD) for a cluster of 7 separate species, C41H101BF4N5O8 in total in a non-equilibrium geometry.

Structure (XYZ):
```
160
Properties=species:S:1:pos:R:3:mulliken_charge:R:1
C 6.877 -27.974 18.370 -1.215
C 6.035 -28.105 17.133 -0.641
N 6.600 -29.028 16.036 0.454
C 5.638 -28.918 14.926 -0.757
C 8.038 -28.591 15.603 -0.521
C 8.135 -27.124 15.240 -1.119
C 6.666 -30.472 16.543 -0.695
C 7.332 -31.561 15.665 -0.670
O 6.519 -31.866 14.596 -0.353
C 7.226 -32.071 13.371 -0.682
H 7.034 -28.893 18.943 0.384
H 6.351 -27.235 18.990 0.342
H 7.831 -27.544 18.171 0.272
H 5.930 -27.067 16.787 0.271
H 5.024 -28.355 17.324 0.628
H 4.753 -29.540 15.184 0.359
H 6.114 -29.302 14.028 0.303
H 5.331 -27.861 14.741 0.216
H 8.387 -29.209 14.803 0.534
H 8.540 -28.789 16.521 0.518
H 7.591 -26.829 14.314 0.325
H 9.224 -26.904 15.028 0.404
H 7.831 -26.432 16.054 0.116
H 5.623 -30.778 16.767 0.392
H 7.179 -30.373 17.513 0.328
H 7.409 -32.472 16.271 0.392
H 8.384 -31.403 15.383 0.476
H 6.638 -32.713 12.714 0.289
H 8.067 -32.708 13.620 0.356
H 7.513 -31.137 12.857 0.247
C 10.404 -22.822 16.067 -1.642
C 9.057 -22.146 16.511 -0.693
N 9.197 -20.761 17.225 0.872
C 7.819 -20.248 17.541 -0.840
C 10.042 -20.916 18.495 -0.483
C 9.462 -21.907 19.478 -0.992
C 10.065 -19.799 16.386 -1.049
C 9.681 -19.644 14.950 -0.586
O 8.390 -19.140 14.894 -0.090
C 7.903 -19.112 13.606 -0.777
H 10.874 -22.068 15.517 0.424
H 10.146 -23.648 15.397 0.364
H 10.872 -23.202 16.979 0.304
H 8.598 -22.818 17.279 0.285
H 8.281 -22.003 15.793 0.854
H 7.331 -20.979 18.173 -0.140
H 7.267 -20.040 16.647 0.454
H 8.067 -19.336 18.098 0.276
H 10.104 -19.910 18.949 0.523
H 11.075 -21.202 18.218 0.507
H 10.218 -22.049 20.260 0.503
H 9.388 -22.881 19.015 0.243
H 8.482 -21.662 19.906 -0.006
H 11.132 -20.044 16.507 0.437
H 9.922 -18.855 16.884 0.618
H 9.770 -20.675 14.521 0.296
H 10.378 -18.983 14.338 0.505
H 7.867 -20.160 13.183 0.304
H 8.495 -18.361 13.015 0.344
H 6.845 -18.755 13.524 0.172
C 4.279 -13.366 19.229 -1.232
C 4.985 -14.454 18.437 -0.583
N 4.396 -14.915 17.123 0.746
C 4.843 -16.324 16.838 -1.066
C 2.863 -14.982 17.239 -0.582
C 2.331 -15.845 18.361 -1.340
C 4.795 -14.031 15.972 -0.456
C 4.773 -12.540 16.220 -0.884
O 3.478 -12.093 16.512 -0.293
C 3.197 -10.735 16.220 -0.897
H 4.712 -13.050 20.148 0.508
H 3.224 -13.547 19.464 0.239
H 4.167 -12.418 18.725 0.234
H 5.006 -15.275 19.098 0.495
H 6.026 -14.084 18.231 0.453
H 5.932 -16.301 16.931 0.563
H 4.550 -16.588 15.790 0.288
H 4.445 -17.076 17.553 -0.094
H 2.564 -15.438 16.283 0.582
H 2.457 -13.978 17.281 0.568
H 2.051 -16.875 18.062 0.089
H 1.445 -15.388 18.747 0.503
H 2.914 -15.970 19.247 0.364
H 4.083 -14.433 15.263 0.413
H 5.844 -14.310 15.680 0.338
H 5.103 -12.161 15.230 0.547
H 5.531 -12.258 16.913 0.422
H 3.193 -10.493 15.152 0.329
H 3.758 -10.043 16.809 0.362
H 2.178 -10.620 16.630 0.286
C 5.276 -23.998 21.989 -1.469
C 5.459 -22.670 21.248 -0.340
N 4.103 -21.910 21.136 1.015
C 3.504 -21.797 22.479 -1.171
C 4.443 -20.476 20.474 1.049
C 5.415 -19.657 21.227 -1.509
C 3.223 -22.636 20.114 0.750
C 1.747 -22.438 20.365 -1.122
O 1.336 -23.361 21.409 -0.325
C -0.043 -23.627 21.371 -0.810
H 4.262 -24.336 21.789 0.361
H 5.493 -23.907 23.080 0.320
H 5.956 -24.687 21.585 0.561
H 5.727 -22.836 20.213 0.163
H 6.090 -21.998 21.703 0.513
H 4.255 -21.351 23.103 0.445
H 3.141 -22.713 22.939 0.350
H 2.613 -21.121 22.510 0.349
H 3.475 -19.984 20.291 0.454
H 4.834 -20.608 19.493 -0.931
H 5.054 -19.036 22.096 0.302
H 5.700 -18.892 20.443 0.356
H 6.277 -20.220 21.419 0.284
H 3.509 -23.685 20.184 0.651
H 3.429 -22.243 19.128 -0.948
H 1.293 -22.695 19.403 0.450
H 1.390 -21.418 20.593 0.408
H -0.275 -24.532 20.802 0.260
H -0.623 -22.785 20.943 0.355
H -0.386 -23.788 22.401 0.273
C 3.933 -23.126 13.862 -0.829
C 2.644 -23.426 13.187 -0.627
N 1.551 -22.410 13.399 0.453
C 0.295 -22.950 12.680 -0.853
C 1.289 -22.267 14.884 -0.561
C 1.166 -23.492 15.684 -1.296
C 2.011 -21.037 12.845 -0.532
C 1.159 -19.801 13.262 -0.499
O -0.093 -19.967 12.770 -0.387
C -0.965 -18.835 13.165 -0.786
H 4.004 -23.072 14.987 -0.168
H 4.503 -22.272 13.485 0.474
H 4.612 -23.970 13.664 0.432
H 2.224 -24.405 13.455 0.525
H 2.830 -23.435 12.100 0.413
H -0.030 -23.753 13.346 0.383
H 0.556 -23.404 11.691 0.321
H -0.363 -22.110 12.632 0.309
H 0.391 -21.657 15.042 0.486
H 2.076 -21.697 15.346 0.397
H 0.326 -24.110 15.364 0.331
H 0.916 -23.272 16.729 0.233
H 2.135 -23.964 15.784 0.246
H 2.010 -21.091 11.806 0.479
H 3.049 -20.846 13.129 0.343
H 1.679 -18.938 12.733 0.396
H 1.125 -19.530 14.314 0.263
H -1.900 -18.777 12.508 0.267
H -0.443 -17.900 13.005 0.349
H -1.298 -18.920 14.198 0.304
O 5.711 -22.783 17.631 0.846
C 5.888 -24.096 17.139 0.104
O 7.042 -24.522 17.149 -0.604
O 4.790 -24.651 16.756 -0.738
H 4.812 -22.698 17.924 -0.619
B 3.574 -19.815 17.008 0.275
F 4.596 -19.271 17.808 -0.296
F 2.935 -18.604 16.445 -0.252
F 4.097 -20.603 15.935 -0.380
F 2.615 -20.487 17.775 -0.082
```

Values from the calculation:
- Kohn-Sham gap: 9.058 eV
- Total energy: -2921.990515 a.u.
- Net charge: +3

[2]
Density functional theory data (ωB97M-V/def2-TZVPD) for a structure of composition C41H101N7O11 in a non-equilibrium geometry.

Structure (XYZ):
```
160
Properties=species:S:1:pos:R:3:mulliken_charge:R:1
C -0.191 11.338 -11.377 -1.863
C -0.093 12.721 -11.970 1.904
C 0.317 12.708 -13.428 0.091
O 0.593 14.126 -13.877 0.158
C 0.310 14.334 -15.271 -1.346
N -1.440 13.150 -11.983 -0.301
H -0.970 10.662 -11.730 0.370
H -0.566 11.403 -10.356 0.487
H 0.801 10.891 -11.314 0.327
H 0.492 13.451 -11.410 0.134
H -0.405 12.180 -14.050 0.003
H 1.246 12.159 -13.581 0.267
H 1.039 13.810 -15.889 0.389
H 0.576 15.327 -15.632 0.577
H -0.706 14.164 -15.629 -0.807
H -1.936 12.429 -11.479 0.461
H -1.852 13.005 -12.893 0.262
C 3.200 15.206 -13.811 -0.782
C 2.907 13.808 -13.256 2.367
C 4.171 12.815 -13.365 -1.116
O 3.773 11.455 -13.153 -0.347
C 3.592 10.673 -14.340 -0.637
N 2.271 13.799 -11.941 0.700
H 2.466 15.885 -13.377 0.316
H 3.086 15.291 -14.891 0.345
H 4.173 15.501 -13.420 0.430
H 2.185 13.303 -13.898 -0.509
H 4.940 13.053 -12.630 0.341
H 4.568 13.091 -14.341 0.477
H 3.517 9.699 -13.856 0.269
H 4.464 10.625 -14.992 0.297
H 2.609 10.930 -14.735 0.213
H 2.238 12.874 -11.537 0.656
H 1.313 14.118 -11.949 -3.392
C -5.729 14.086 -16.699 -0.535
O -4.588 13.714 -15.918 -0.191
C -3.719 14.831 -15.510 0.421
C -2.334 14.322 -15.047 0.020
N -2.303 13.088 -14.338 0.151
C -2.184 11.966 -15.294 -1.206
C -2.257 10.768 -14.340 0.587
O -3.654 10.687 -14.056 -0.353
C -4.052 10.157 -12.845 -0.721
H -6.385 14.797 -16.197 0.221
H -6.328 13.186 -16.841 0.216
H -5.551 14.475 -17.701 0.311
H -4.162 15.246 -14.605 -1.070
H -3.660 15.655 -16.221 0.591
H -1.866 15.099 -14.441 -0.307
H -1.689 14.247 -15.922 0.613
H -3.254 12.888 -14.064 0.613
H -1.271 12.144 -15.862 0.447
H -3.017 11.906 -15.994 0.381
H -1.570 10.929 -13.509 -0.509
H -1.890 9.891 -14.874 0.451
H -3.563 10.629 -11.993 0.231
H -3.741 9.123 -12.695 0.346
H -5.124 10.136 -12.649 0.289
C -3.286 20.624 -12.357 -0.973
O -3.818 19.259 -12.495 -0.345
C -4.631 18.758 -11.539 -0.458
C -5.129 17.311 -11.802 -0.703
N -6.205 17.261 -12.817 0.103
C -6.720 15.917 -13.286 -0.466
C -7.612 16.097 -14.617 -0.794
O -6.892 16.896 -15.582 -0.455
C -5.587 16.472 -15.931 -0.498
H -4.014 21.425 -12.229 0.432
H -2.718 20.834 -13.263 0.363
H -2.584 20.862 -11.558 0.405
H -5.513 19.382 -11.397 0.793
H -4.091 18.809 -10.593 0.408
H -5.565 16.941 -10.874 -0.178
H -4.324 16.589 -11.941 -0.683
H -6.065 17.997 -13.495 0.481
H -7.302 15.447 -12.493 0.467
H -5.892 15.240 -13.497 0.072
H -8.622 16.365 -14.305 0.484
H -7.776 15.085 -14.986 0.396
H -4.850 17.231 -15.669 0.494
H -5.635 16.514 -17.019 0.475
H -5.162 15.519 -15.613 -0.654
C -8.635 20.099 -11.699 -0.525
O -8.703 19.704 -10.331 -0.442
C -7.543 19.008 -9.804 0.350
C -7.802 18.768 -8.255 -0.800
N -6.523 18.393 -7.601 -0.404
C -5.765 17.258 -8.104 -0.215
C -4.292 17.444 -7.959 0.013
O -3.583 16.265 -8.448 -0.432
C -2.168 16.327 -8.268 -0.476
H -9.290 19.651 -12.446 0.310
H -7.664 19.946 -12.171 0.017
H -8.767 21.178 -11.785 0.276
H -6.698 19.698 -9.811 0.145
H -7.356 18.136 -10.430 0.102
H -8.546 17.973 -8.198 0.390
H -8.180 19.695 -7.824 0.370
H -6.789 18.060 -6.685 0.307
H -5.988 17.056 -9.152 0.036
H -6.178 16.358 -7.648 0.531
H -3.964 17.730 -6.959 0.421
H -3.935 18.173 -8.687 -0.340
H -1.847 17.290 -8.666 -0.351
H -1.650 15.587 -8.879 0.050
H -2.056 16.200 -7.191 0.541
C 0.502 20.612 -6.603 -0.843
O 0.594 19.242 -6.605 -0.368
C 1.530 18.686 -7.612 -0.462
C 1.253 17.150 -7.615 -1.042
N 0.867 16.504 -8.924 0.007
C 2.105 16.483 -9.761 -1.020
C 3.128 15.356 -9.442 -0.523
O 3.837 15.545 -8.215 -0.462
C 4.887 16.503 -8.209 -0.611
H 0.482 21.046 -7.602 0.351
H 1.207 21.109 -5.937 0.277
H -0.485 20.945 -6.281 0.296
H 2.479 18.979 -7.164 0.482
H 1.271 19.168 -8.555 0.322
H 0.370 16.973 -7.002 0.685
H 2.103 16.612 -7.196 0.535
H 0.792 15.515 -8.731 0.585
H 2.563 17.470 -9.700 1.012
H 1.833 16.341 -10.807 -0.631
H 3.742 15.202 -10.330 0.521
H 2.503 14.466 -9.368 -0.051
H 5.565 16.245 -7.396 0.276
H 4.452 17.477 -7.984 0.147
H 5.514 16.602 -9.095 0.316
C 1.207 15.496 -12.065 -1.454
C 0.248 16.702 -12.395 1.463
C -1.093 16.016 -12.625 0.602
C -2.286 16.928 -12.712 -0.219
C -2.384 17.748 -11.407 0.623
C -1.042 18.573 -11.095 2.815
N 0.111 17.632 -11.219 2.127
O 1.296 18.111 -10.889 -0.836
C -1.007 19.841 -12.061 -1.972
C -0.998 19.018 -9.628 -2.566
C 0.643 17.395 -13.746 -1.872
H 0.943 14.880 -11.206 0.747
H 2.167 16.010 -12.032 0.306
H 1.203 14.833 -12.931 -0.482
H -1.062 15.412 -13.533 -0.190
H -1.284 15.248 -11.876 -0.982
H -3.136 16.290 -12.956 0.124
H -2.151 17.543 -13.602 -0.289
H -2.663 17.075 -10.596 0.515
H -3.119 18.537 -11.568 -1.137
H -1.585 20.716 -11.764 0.487
H -0.020 20.174 -12.381 0.307
H -1.329 19.545 -13.059 0.327
H -0.202 19.763 -9.611 0.705
H -1.907 19.455 -9.216 0.092
H -0.588 18.263 -8.957 0.264
H 0.625 16.707 -14.591 -0.426
H 1.686 17.705 -13.694 0.604
H 0.060 18.280 -14.001 0.371
H 1.404 17.652 -10.053 -0.636
```

Values from the calculation:
- ΔE to the lowest compared entry with this formula, charge and spin: 32.592 eV
- Kohn-Sham gap: 7.298 eV
- Total energy: -2832.332284 a.u.

[3]
Density functional theory data (ωB97M-V/def2-TZVPD) for a cluster of 12 separate species, C41H105N7O17 in total in a non-equilibrium geometry.

Structure (XYZ):
```
170
Properties=species:S:1:pos:R:3:mulliken_charge:R:1
C 1.447 -4.631 -0.922 -1.431
C 2.608 -5.440 -1.458 0.627
C 2.339 -6.681 -2.327 -0.809
O 3.500 -6.943 -3.058 -0.401
C 3.868 -8.275 -3.295 -0.827
N 3.399 -4.549 -2.315 0.736
H 4.275 -4.261 -1.904 -0.388
H 3.558 -5.017 -3.244 0.486
H 2.858 -3.711 -2.521 -0.356
H 1.855 -3.758 -0.487 0.157
H 0.972 -5.031 -0.083 0.614
H 0.818 -4.407 -1.761 0.123
H 3.253 -5.758 -0.604 0.450
H 1.482 -6.514 -3.015 0.275
H 2.104 -7.511 -1.618 0.457
H 3.669 -8.938 -2.464 0.324
H 4.882 -8.280 -3.690 0.277
H 3.317 -8.697 -4.099 0.343
C -3.635 -3.111 -3.696 -1.676
C -3.495 -1.617 -3.911 0.880
C -4.779 -0.791 -4.084 -1.085
O -4.499 0.622 -4.026 -0.046
C -5.369 1.338 -4.868 -0.972
N -2.660 -1.095 -2.825 1.765
H -1.785 -1.570 -2.936 -0.208
H -2.459 -0.038 -2.891 -0.386
H -3.111 -1.273 -1.889 -0.034
H -3.708 -3.631 -4.620 0.471
H -4.402 -3.465 -3.044 0.420
H -2.784 -3.493 -3.111 0.267
H -2.949 -1.376 -4.854 0.394
H -5.539 -1.003 -3.316 0.330
H -5.211 -1.120 -5.030 0.517
H -5.140 2.388 -4.620 0.201
H -6.438 1.198 -4.574 0.280
H -5.273 1.119 -5.877 0.447
C -4.699 3.946 0.132 -1.427
C -5.109 2.480 -0.119 0.666
C -6.010 2.354 -1.304 -0.271
O -7.353 2.407 -0.861 -0.414
C -8.156 2.496 -2.033 -0.755
N -3.952 1.604 -0.135 1.147
H -3.539 1.805 0.909 0.513
H -4.199 0.595 -0.142 0.263
H -3.277 1.786 -0.857 -0.703
H -4.306 4.116 1.133 0.236
H -5.478 4.647 -0.067 0.482
H -3.972 4.232 -0.685 0.199
H -5.663 2.229 0.777 0.184
H -5.782 1.419 -1.797 0.058
H -5.873 3.157 -2.106 0.282
H -8.154 1.597 -2.672 0.262
H -7.772 3.206 -2.748 0.330
H -9.123 2.754 -1.721 0.349
C 2.391 -0.976 -0.441 -0.925
C 0.960 -0.994 0.156 0.739
C 0.875 -0.130 1.387 -1.100
O 0.810 1.214 0.896 -0.144
C 0.299 2.143 1.831 -0.665
N -0.058 -0.620 -0.811 2.381
H -0.050 -1.110 -1.704 -0.511
H -0.966 -0.727 -0.324 -0.386
H -0.020 0.355 -1.054 -0.364
H 3.029 -1.745 0.075 0.283
H 2.717 0.085 -0.373 0.402
H 2.262 -1.271 -1.531 -0.127
H 0.727 -2.013 0.427 0.667
H 1.722 -0.258 2.023 0.453
H -0.110 -0.335 1.813 0.324
H 0.975 2.338 2.641 0.361
H -0.667 1.777 2.261 0.035
H 0.127 3.091 1.295 0.258
C -2.783 5.811 4.951 -0.808
N -4.164 5.531 5.615 0.308
C -5.134 5.072 4.592 -0.423
C -3.927 4.462 6.636 -0.932
C -4.532 6.877 6.265 -0.536
C -5.803 6.856 7.126 -0.481
O -5.935 8.157 7.576 -0.501
H -2.521 4.852 4.453 0.187
H -2.047 6.151 5.739 0.388
H -2.960 6.607 4.275 0.441
H -6.156 4.942 5.055 0.345
H -4.719 4.171 4.171 -0.097
H -5.164 5.870 3.748 0.271
H -3.316 4.880 7.380 0.394
H -3.427 3.611 6.212 0.367
H -4.876 4.033 6.946 0.437
H -4.721 7.622 5.476 0.303
H -3.602 7.119 6.795 0.382
H -5.637 6.189 8.037 0.282
H -6.674 6.542 6.613 0.376
H -6.754 8.224 8.093 0.341
C 3.127 4.430 -4.339 -0.916
N 3.274 3.039 -3.924 0.108
C 4.648 2.619 -4.313 -0.712
C 3.077 2.933 -2.476 -0.972
C 2.240 2.257 -4.783 -0.871
C 1.926 0.846 -4.392 0.725
O 2.885 -0.089 -4.889 -0.710
H 3.832 5.062 -3.805 0.381
H 2.087 4.625 -4.177 0.381
H 3.315 4.505 -5.405 0.397
H 5.337 3.087 -3.561 0.371
H 4.984 2.829 -5.359 0.341
H 4.699 1.484 -4.199 0.271
H 3.680 3.702 -1.975 0.383
H 3.401 1.905 -2.145 0.359
H 1.993 3.108 -2.348 0.444
H 2.598 2.461 -5.822 0.518
H 1.306 2.837 -4.677 0.289
H 0.959 0.577 -4.778 0.178
H 1.892 0.802 -3.342 -0.268
H 2.750 -0.877 -4.360 0.312
C 8.655 -2.368 3.742 -0.889
N 7.372 -2.488 4.564 0.094
C 7.849 -2.283 6.015 -0.907
C 6.423 -1.372 4.240 -0.836
C 6.705 -3.783 4.354 -0.277
C 7.576 -5.020 4.397 -0.691
O 7.704 -5.320 5.810 -0.497
H 8.928 -1.310 3.768 0.394
H 8.335 -2.702 2.757 0.345
H 9.330 -3.109 4.075 0.429
H 8.607 -3.053 6.260 0.343
H 6.989 -2.321 6.695 0.379
H 8.354 -1.323 6.132 0.389
H 6.839 -0.407 4.037 0.392
H 5.665 -1.183 4.991 0.366
H 5.815 -1.614 3.382 0.277
H 6.258 -3.733 3.398 0.170
H 6.031 -3.922 5.166 0.441
H 8.558 -5.031 3.909 0.350
H 7.038 -5.807 3.892 0.470
H 8.036 -6.186 5.909 0.296
C -3.200 0.567 3.700 -0.587
C -3.297 2.025 3.518 0.193
O -3.451 2.706 4.544 -0.715
O -3.378 2.476 2.336 -0.737
H -4.119 0.049 3.327 0.190
H -2.927 0.422 4.726 0.475
H -2.443 0.061 3.041 -0.162
C 6.090 -3.395 -1.126 -0.827
C 6.051 -3.209 0.453 0.633
O 4.909 -3.061 0.920 -0.616
O 7.157 -3.294 1.077 -0.755
H 5.491 -2.625 -1.618 0.130
H 5.614 -4.386 -1.235 0.242
H 7.058 -3.409 -1.637 0.379
C -1.858 3.397 -3.047 -1.540
C -1.014 2.230 -2.600 -0.215
O 0.261 2.367 -2.722 -0.541
O -1.636 1.300 -2.045 0.224
H -2.900 3.246 -3.161 0.196
H -1.433 3.691 -4.054 0.313
H -1.685 4.246 -2.493 0.444
C 0.067 -3.671 -4.901 -1.225
C 0.749 -2.679 -4.042 0.326
O 2.032 -2.690 -3.894 -1.038
O -0.008 -1.772 -3.446 -0.646
H 0.767 -4.443 -5.129 0.363
H -0.260 -3.062 -5.820 0.307
H -0.823 -4.001 -4.390 0.198
C -4.340 -2.754 1.376 -1.283
C -3.515 -1.957 0.345 0.627
O -2.282 -2.049 0.369 -0.769
O -4.117 -1.293 -0.560 -1.008
H -5.388 -2.517 1.257 0.285
H -3.911 -2.440 2.314 0.352
H -4.058 -3.799 1.207 0.385
```

Values from the calculation:
- Kohn-Sham gap: 8.892 eV
- Total energy: -3286.968245 a.u.
- Net charge: +2